Molecular formula: C5H10O
Method: DFT, wB97M-V/def2-TZVPD

The geometry in XYZ format:
```
16
Properties=species:S:1:pos:R:3:forces:R:3:nbo_charge:R:1
C 0.70596 -0.72105 -1.23008 0.8 0.7 0.9 -0.62
C -0.32532 0.13850 -0.46013 -0.5 -1.6 1.0 -0.21
C -0.20085 1.62347 -0.72693 0.1 -0.4 -1.7 -0.62
C -0.12915 -0.05241 1.09376 1.1 0.8 -1.6 -0.51
C -0.48710 -1.30674 1.80536 -0.6 0.0 -0.4 0.44
O -0.98247 -2.27407 1.28806 0.1 0.0 0.2 -0.52
H 0.95311 -1.63286 -0.68435 -0.1 0.0 0.1 0.21
H 0.59148 -1.03017 -2.26745 -0.7 0.5 -0.1 0.22
H 1.58234 -0.05657 -1.18795 0.3 -0.5 -0.2 0.19
H -1.34945 -0.18230 -0.63869 -0.1 -0.1 -0.4 0.21
H 0.69040 2.02647 -0.23839 -0.4 0.3 0.2 0.21
H -1.14431 2.13388 -0.57757 0.1 0.4 0.9 0.22
H -0.06710 1.76601 -1.80703 0.3 0.0 0.0 0.21
H 0.96997 -0.01231 1.27316 -0.4 0.5 0.1 0.22
H -0.59697 0.85652 1.47853 0.1 -0.3 0.9 0.24
H -0.21053 -1.27637 2.87971 -0.1 -0.3 0.0 0.10
```
Forces are in eV/Å.

Output
* F_max: 2.10 eV/A
* structure (SMILES): CC(C)CC=O
* HOMO energy: -0.362 Eh
* energy: -271.72052 hartree

=====

Molecular formula: C2H3Cl3S
Method: DFT, wB97M-V/def2-TZVPD

The geometry in XYZ format:
```
9
Properties=species:S:1:pos:R:3:forces:R:3:nbo_charge:R:1
C 0.81865 0.25592 0.20069 -2.7 -2.1 5.6 -0.63
C -0.66797 -0.64046 0.32624 1.3 2.9 0.8 -0.25
S 0.81088 0.95528 -1.43253 4.0 0.3 -5.4 0.39
Cl 2.10178 -0.93302 0.28721 0.4 -0.1 0.0 -0.02
Cl -0.86683 -1.83215 -0.94802 0.1 0.3 0.7 0.04
Cl -1.98519 0.63252 0.29910 0.0 -0.2 -0.3 -0.08
H 0.89936 0.96823 1.16635 -0.5 -1.3 -1.9 0.26
H -0.80744 -0.90036 1.38114 0.5 -1.1 -0.7 0.25
H -0.30325 1.49403 -1.28017 -3.2 1.3 1.2 0.03
```
Forces are in eV/Å.

Output
* F_max: 6.74 eV/A
* 2S+1: 3
* HOMO energy (spin up / spin down): -0.165 / -0.397 Eh
* energy: -1856.53326 hartree

=====

Molecular formula: CH13CdO9
Method: DFT, wB97M-V/def2-TZVPD

The geometry in XYZ format:
```
24
Properties=species:S:1:pos:R:3:forces:R:3:nbo_charge:R:1
Cd -1.65000 24.41700 -10.01800 -0.5 -1.7 -1.5 1.74
C -2.67500 24.74100 -12.39100 -1.9 -1.2 -3.5 0.99
O -3.34200 25.01000 -11.41400 -0.5 2.0 4.4 -0.79
O -3.24600 24.93900 -13.58600 1.3 0.0 -0.3 -0.67
O -1.63900 24.07300 -12.32400 2.6 0.7 0.7 -0.81
H -4.05200 25.46800 -13.56500 -0.1 0.1 0.5 0.52
O -5.75900 24.88000 -10.47800 -1.3 -0.3 0.0 -0.95
H -6.27800 24.84300 -11.30600 0.6 0.1 0.7 0.48
H -4.92300 25.29200 -10.66400 -0.1 0.2 -0.5 0.47
O -0.30800 24.21800 -14.55700 0.7 -1.8 -2.7 -0.97
H 0.50800 24.66500 -14.72300 0.3 0.9 0.3 0.48
H -0.80300 24.43100 -13.80800 -0.5 1.0 1.8 0.48
O 0.58000 22.09300 -12.79200 1.7 -3.2 2.6 -0.98
H 1.51400 21.77100 -12.87200 -1.3 0.5 -0.1 0.49
H 0.49400 22.83500 -13.31700 -0.4 2.6 -2.3 0.49
O -0.82200 22.00400 -10.27400 -2.7 1.6 2.4 -0.99
H -0.11400 21.99400 -10.85900 2.4 -0.2 -2.6 0.52
H -0.72600 21.27800 -9.65500 0.0 -0.2 0.2 0.52
O -3.99500 22.46100 -15.13900 0.0 0.8 1.7 -0.96
H -4.06500 22.11400 -16.00500 0.0 -0.2 -1.4 0.49
H -3.83600 23.41600 -15.15500 0.0 -0.5 -0.5 0.48
O -3.05100 21.88600 -12.61700 -0.4 -0.9 1.8 -0.97
H -3.24400 22.08200 -13.51900 -0.2 0.2 -1.3 0.49
H -2.41000 22.50500 -12.28400 0.3 -0.4 -0.4 0.45
```
Forces are in eV/Å.

Output
* charge: +1
* F_max: 4.83 eV/A
* HOMO energy: -0.484 Eh
* energy: -890.49224 hartree

=====

Molecular formula: C4H10N2
Method: DFT, wB97M-V/def2-TZVPD

The geometry in XYZ format:
```
16
Properties=species:S:1:pos:R:3:forces:R:3:nbo_charge:R:1
C 0.49004 0.30100 -0.06054 0.0 0.5 -0.5 0.18
C 0.50509 -1.18693 -0.25565 -1.8 -0.9 -0.7 -0.63
C 1.85283 0.55712 0.57271 -1.2 0.8 0.3 -0.63
C -2.45533 0.21711 -0.03480 4.2 0.6 2.5 -0.43
N -0.20841 1.21628 -1.00560 1.9 1.4 -0.6 -0.50
N -0.68328 1.06644 0.32617 -2.7 -1.6 0.3 -0.28
H 0.97235 -1.72426 0.60548 -0.4 0.4 -0.9 0.21
H 0.99916 -1.42338 -1.19616 0.3 -0.2 0.1 0.23
H -0.52665 -1.55376 -0.35600 0.4 -0.1 -0.1 0.21
H 1.88841 1.65551 0.84842 0.4 -1.4 0.4 0.22
H 2.63470 0.36374 -0.20977 -0.6 -0.1 1.0 0.22
H 1.73815 -0.28235 1.37862 1.5 2.4 -0.7 0.22
H -2.39636 0.57613 -1.04986 -0.5 -0.5 -0.2 0.22
H -2.31253 -0.87704 0.27233 -0.6 1.8 -0.8 0.20
H -2.91536 0.87490 0.71160 -0.4 -0.6 -0.5 0.21
H 0.19930 2.22689 -1.09239 -0.4 -2.4 0.3 0.34
```
Forces are in eV/Å.

Output
* F_max: 4.94 eV/A
* HOMO energy: -0.308 Eh
* energy: -267.74130 hartree

=====

Molecular formula: C8H8N2O2S
Method: DFT, wB97M-V/def2-TZVPD

The geometry in XYZ format:
```
21
Properties=species:S:1:pos:R:3:forces:R:3:nbo_charge:R:1
C -1.51650 2.46623 1.51924 -0.1 0.1 0.0 -0.25
C -1.79896 1.96595 0.26107 0.0 0.1 0.1 -0.20
C -0.55419 1.84323 2.29859 0.1 0.1 0.0 -0.18
C -1.13313 0.85579 -0.22493 0.2 -0.2 -0.1 -0.23
C 0.11294 0.73139 1.82753 -0.1 0.0 0.0 -0.25
C -0.17212 0.21658 0.55777 -0.2 1.1 0.6 0.13
C 0.24987 -1.62838 -1.57147 -0.2 1.2 3.3 0.55
C 1.64180 -1.67068 -2.05542 0.6 -0.7 -0.7 -0.21
N -0.81743 -2.00982 -1.99830 -0.1 -0.1 -0.6 -0.61
N 0.48949 -0.92538 0.17813 0.6 -2.4 -3.3 -0.75
O 2.29298 -2.54666 0.65352 0.3 -0.6 0.1 -0.93
O 2.50377 -0.91932 -1.26301 0.1 0.3 1.1 -0.68
S 2.13252 -1.13817 0.40077 -0.7 0.8 -0.9 1.67
H -2.03639 3.33633 1.88952 -0.1 0.1 0.0 0.21
H -2.54174 2.44658 -0.35783 -0.1 0.1 -0.1 0.21
H -0.32132 2.22423 3.28338 0.0 0.0 0.0 0.22
H -1.34816 0.49277 -1.21787 0.0 0.0 -0.1 0.20
H 0.85815 0.23118 2.43152 0.0 0.0 0.1 0.21
H 1.94717 -2.73194 -2.05983 -0.1 0.3 -0.1 0.23
H 1.68768 -1.28383 -3.07980 -0.1 -0.1 0.2 0.24
H -1.67646 -1.95608 -1.47258 0.1 0.1 0.3 0.40
```
Forces are in eV/Å.

Output
* F_max: 4.09 eV/A
* HOMO energy: -0.312 Eh
* energy: -967.74517 hartree

=====

Molecular formula: C38H53N8P2ReS
Method: DFT, wB97M-V/def2-TZVPD

The geometry in XYZ format:
```
103
Properties=species:S:1:pos:R:3:forces:R:3:lowdin_spin:R:1
Re 0.04993 -0.16765 -0.20092 0.3 -1.1 0.2 0.61
C -2.71129 -2.99843 1.09312 0.0 0.0 0.0 0.00
C -2.22026 -1.95060 2.09881 0.0 0.0 -0.1 0.00
C -3.18415 -1.88736 3.28578 0.0 0.0 0.0 0.00
P -1.78939 -0.25216 1.46762 0.2 0.3 0.1 0.03
C -3.27866 0.75934 1.11176 -0.1 -0.2 0.0 0.02
C -4.13117 1.31264 2.25887 0.1 0.0 0.0 0.00
C -4.15276 -0.03460 0.12827 -0.1 -0.1 0.1 0.00
C -0.82823 0.36944 2.87052 -0.4 -0.1 0.1 0.00
C -1.33864 0.98284 4.01410 0.0 0.0 -0.1 0.00
C -0.52045 1.44318 5.03761 0.0 0.1 0.1 0.00
C -1.08414 2.09789 6.27480 0.1 0.0 -0.1 0.00
C 0.84763 1.29745 4.85502 0.1 0.0 0.0 0.00
C 1.36960 0.66884 3.73525 0.1 0.0 0.0 0.00
C 0.54127 0.14635 2.74034 0.4 -0.2 0.0 0.00
N 1.04122 -0.51419 1.54748 -0.6 0.3 -0.6 0.00
C 2.39436 -1.00556 1.56033 -0.1 0.1 0.2 0.00
C 3.00565 -1.49249 2.71785 -0.1 -0.1 0.1 0.00
C 4.33844 -1.86077 2.72203 0.0 -0.1 0.1 0.00
C 5.13254 -1.77334 1.57872 0.1 0.0 0.0 0.00
C 6.59781 -2.13604 1.61013 -0.1 0.0 0.0 0.00
C 4.49677 -1.40153 0.40625 -0.1 0.0 -0.1 0.00
C 3.14232 -1.05262 0.37814 0.1 0.1 -0.1 0.00
P 2.13171 -1.00222 -1.10371 0.0 0.0 0.1 0.04
C 2.03781 -2.78498 -1.58448 0.1 0.0 0.0 0.00
C 1.65037 -3.64243 -0.37147 0.1 0.0 0.0 0.00
C 3.31713 -3.34056 -2.21129 0.0 0.0 -0.1 0.00
C 2.81442 -0.02178 -2.49781 0.0 0.0 -0.1 0.02
C 4.32221 -0.04697 -2.75172 0.0 0.0 0.0 0.00
C 2.00103 -0.38432 -3.75161 0.0 0.0 0.0 0.00
H -2.98547 -3.89945 1.64782 0.0 0.0 0.0 0.00
H -3.59643 -2.67356 0.54547 0.1 0.0 0.0 0.00
H -1.94448 -3.27749 0.37800 0.0 0.0 0.0 0.00
H -1.24001 -2.27307 2.46193 0.1 -0.1 0.1 0.00
H -4.20351 -1.69002 2.94647 0.1 0.0 0.0 0.00
H -3.18892 -2.85960 3.78259 0.0 0.0 0.0 0.00
H -2.90762 -1.14183 4.02983 0.0 0.0 0.0 0.00
H -2.84502 1.59984 0.57424 0.0 0.2 -0.2 0.00
H -4.43878 0.54659 2.97169 0.0 0.0 0.0 0.00
H -3.62747 2.11484 2.79542 0.0 0.0 0.0 0.00
H -5.03823 1.73806 1.82569 0.0 0.0 0.0 0.00
H -4.85584 0.64660 -0.35314 0.0 0.0 0.0 0.00
H -3.57406 -0.52461 -0.65645 0.0 0.0 0.0 0.00
H -4.73522 -0.79383 0.65697 0.0 0.1 0.0 0.00
H -2.40518 1.12567 4.10849 0.0 -0.1 0.0 0.00
H -2.17332 2.07748 6.27182 0.0 0.0 0.0 0.00
H -0.73951 1.58888 7.17637 0.0 0.0 0.0 0.00
H -0.76709 3.14093 6.35027 0.0 -0.1 0.0 0.00
H 1.53176 1.68459 5.60553 0.0 0.0 -0.1 0.00
H 2.44398 0.60936 3.63592 0.0 0.0 0.1 0.00
H 2.42529 -1.59507 3.62516 0.1 0.0 0.0 0.00
H 4.77646 -2.22586 3.64602 0.0 0.0 -0.1 0.00
H 7.10424 -1.64840 2.44477 0.0 0.0 0.0 0.00
H 6.73418 -3.21337 1.73355 0.0 0.0 0.0 0.00
H 7.09947 -1.83905 0.68862 0.0 0.0 0.0 0.00
H 5.06002 -1.41764 -0.51901 0.0 0.0 0.0 0.00
H 1.23594 -2.82683 -2.32411 -0.1 0.0 0.0 0.00
H 2.50176 -3.74994 0.30729 -0.1 0.0 -0.1 0.00
H 0.81291 -3.23829 0.19309 -0.1 0.0 0.0 0.00
H 1.36855 -4.63945 -0.71852 0.0 0.1 0.0 0.00
H 4.16507 -3.25703 -1.52901 0.0 0.0 0.0 0.00
H 3.17335 -4.40288 -2.42226 0.0 0.0 0.0 0.00
H 3.57301 -2.85428 -3.15238 0.0 0.0 0.0 0.00
H 2.55217 0.99972 -2.21099 0.0 0.1 0.0 0.00
H 4.69977 -1.04963 -2.95135 0.0 0.0 0.0 0.00
H 4.53917 0.56467 -3.63093 0.0 0.0 0.0 0.00
H 4.87864 0.37570 -1.91458 0.0 0.0 0.0 0.00
H 2.29934 -1.35791 -4.14715 0.0 0.1 0.0 0.00
H 0.92480 -0.41584 -3.55485 0.0 0.0 0.0 0.00
H 2.17628 0.35824 -4.53354 0.0 0.0 0.0 0.00
C -4.99539 3.00238 -4.52933 0.0 0.0 -0.1 0.00
C -5.13874 2.08529 -3.32534 0.1 -0.1 0.0 0.00
N -3.96892 1.22984 -3.12428 -0.3 0.0 -0.1 -0.01
C -2.86961 1.55268 -2.45043 0.5 0.1 0.3 0.00
S -2.67332 3.09879 -1.68670 -0.2 -0.4 -0.2 0.13
N -1.95165 0.54878 -2.35789 -0.5 0.2 -0.1 -0.04
N -0.82174 0.93148 -1.73404 1.0 0.3 0.2 -0.02
C -0.25830 2.08915 -2.11643 -0.6 -0.4 -0.1 0.12
C -0.29876 2.61802 -3.52439 0.1 -0.3 0.1 0.01
C 0.73982 2.57326 -1.19395 0.1 0.0 0.2 0.01
C 1.39716 3.77880 -1.38040 0.1 0.2 0.0 0.01
C 2.36528 4.17054 -0.47972 0.0 0.1 0.0 0.01
C 2.65654 3.32750 0.58266 0.1 0.1 0.0 0.01
C 1.96701 2.14305 0.71439 -0.2 -0.1 -0.1 0.01
N 1.00438 1.75819 -0.14575 -0.1 0.2 -0.1 0.01
H -5.89715 3.60662 -4.65020 0.1 0.0 0.0 0.00
H -4.14768 3.67644 -4.39520 0.0 0.0 0.0 0.00
H -4.84664 2.42181 -5.44279 0.0 0.0 0.1 0.00
H -5.29985 2.66925 -2.42204 0.0 0.0 0.1 0.00
H -5.99159 1.41995 -3.45381 0.0 0.0 0.0 0.00
H -4.01574 0.28502 -3.48777 0.1 0.0 0.0 0.00
H -0.78331 1.89258 -4.17483 -0.1 0.0 0.0 0.00
H -0.83075 3.55881 -3.61484 0.0 0.1 0.1 0.00
H 0.72650 2.76404 -3.87464 0.0 0.0 0.0 0.00
H 1.13114 4.40517 -2.22199 0.0 -0.1 0.1 0.00
H 2.88157 5.11425 -0.59962 0.0 0.0 0.0 0.00
H 3.41153 3.57957 1.31509 0.0 0.0 0.0 0.00
H 2.17064 1.48306 1.53666 0.1 0.0 0.0 0.00
N -4.41863 -2.18198 -3.73702 0.4 0.0 0.2 0.00
C -3.42198 -2.46312 -3.21765 0.0 0.2 0.2 0.00
N -2.25779 -2.81508 -2.68949 0.2 0.0 -0.4 0.00
C -1.55224 -2.19652 -1.87060 -0.4 -0.1 0.1 0.00
N -0.81484 -1.76125 -1.05219 -0.2 0.4 0.0 0.00
```
Forces are in eV/Å.

Output
* charge: +1
* F_max: 1.12 eV/A
* 2S+1: 2
* HOMO energy (spin up / spin down): -0.363 / -0.364 Eh
* energy: -3076.86174 hartree